Formula: C18H30F4N6O24
Source: OMol25
Level of theory: wB97M-V/def2-TZVPD

- 2S+1: 1
- Frontier orbital gap: 10.559 eV

Last column: Löwdin charge in e.
Element x y z (Å)
F  11.98  6.36  -4.56  0.098
F  10.27  1.66  -12.66  0.077
F  17.83  -3.33  -10.10  0.033
F  19.83  10.12  -3.81  0.131
O  19.52  12.32  -4.18  0.181
O  17.29  9.32  -11.44  0.017
O  14.10  14.16  -2.07  0.049
O  11.62  7.61  -6.49  0.128
O  13.55  6.55  -6.95  0.059
O  17.48  4.09  -4.65  0.032
O  20.04  14.14  -5.29  0.168
O  15.86  7.77  -12.01  0.089
O  11.78  1.39  -14.40  0.142
O  8.64  8.40  -10.10  0.061
O  14.94  -2.86  -8.79  0.118
O  13.02  2.58  -12.95  0.094
O  13.04  15.63  -3.28  0.052
O  13.16  3.05  -15.15  0.152
O  6.92  8.01  -2.48  0.044
O  9.97  3.55  -0.88  0.053
O  16.90  -2.49  -8.14  0.162
O  6.72  7.62  -9.92  0.055
O  10.07  2.06  -2.45  0.082
O  15.29  -1.19  -7.36  0.120
O  19.26  12.22  -6.28  0.084
O  13.40  8.85  -7.10  0.149
O  7.58  10.07  -2.01  0.053
O  19.74  3.90  -4.50  0.027
N  16.23  8.90  -12.00  -0.435
N  10.50  2.64  -1.52  -0.459
N  13.33  14.48  -2.96  -0.454
N  7.48  8.55  -9.84  -0.476
N  7.15  8.96  -1.69  -0.428
N  18.64  3.90  -5.15  -0.368
C  7.01  9.81  -9.15  0.064
C  11.80  2.05  -0.99  0.043
C  6.85  8.73  -0.29  0.021
C  11.54  6.34  -5.82  -0.297
C  12.46  1.47  -12.21  -0.068
C  11.38  1.02  -13.10  -0.337
C  15.62  -3.94  -9.34  -0.050
C  12.88  7.77  -6.92  -0.515
C  19.34  10.88  -5.92  -0.061
C  12.77  2.33  -14.24  -0.516
C  15.65  -2.17  -8.02  -0.643
C  18.79  3.55  -6.58  0.019
C  12.70  13.36  -3.74  0.056
C  15.31  9.89  -12.57  0.025
C  19.16  11.04  -4.44  -0.404
C  17.06  -3.67  -8.98  -0.208
C  12.56  5.57  -6.63  -0.078
C  19.59  13.02  -5.27  -0.574
H  15.79  10.36  -13.43  0.102
H  11.98  1.83  -11.30  0.143
H  6.88  7.70  0.06  0.100
H  20.31  10.52  -6.27  0.150
H  18.13  11.02  -4.10  0.177
H  14.42  9.37  -12.94  0.097
H  11.67  0.98  -0.88  0.095
H  5.78  8.91  -0.13  0.107
H  12.86  12.46  -3.14  0.092
H  10.52  5.97  -5.80  0.174
H  11.63  13.60  -3.70  0.099
H  7.32  10.66  -9.76  0.093
H  18.56  10.27  -6.36  0.147
H  17.96  2.85  -6.69  0.092
H  13.32  13.44  -4.63  0.107
H  12.11  2.49  -0.04  0.091
H  12.80  4.60  -6.20  0.140
H  13.22  0.79  -11.84  0.142
H  7.59  9.37  0.20  0.103
H  17.57  -4.53  -8.54  0.168
H  15.62  -3.80  -10.42  0.148
H  15.09  -4.83  -8.99  0.152
H  7.61  9.81  -8.24  0.106
H  19.63  2.91  -6.83  0.096
H  5.92  9.71  -9.22  0.098
H  15.01  10.63  -11.83  0.104
H  12.37  5.25  -7.66  0.140
H  11.27  -0.07  -13.04  0.171
H  18.65  4.32  -7.34  0.103
H  12.56  2.21  -1.76  0.095

***

Formula: CH3IN4
Source: OMol25
Level of theory: wB97M-V/def2-TZVPD

- 2S+1: 1
- Frontier orbital gap: 9.611 eV

Last column: natural (NBO) charge in e.
Element x y z (Å)
I  3.79  0.01  -0.01  0.068
N  0.77  -0.20  0.41  -0.644
N  -3.80  0.39  0.03  -0.130
N  -2.69  0.48  -0.06  0.262
N  -1.54  0.75  -0.17  -0.581
C  1.76  -0.62  -0.21  0.049
H  1.64  -1.39  -0.96  0.194
H  -0.81  0.05  -0.14  0.400
H  0.88  0.53  1.11  0.382

***

Formula: C3H4F3N3
Source: OMol25
Level of theory: wB97M-V/def2-TZVPD

- 2S+1: 1
- Frontier orbital gap: 10.701 eV

Last column: natural (NBO) charge in e.
Element x y z (Å)
F  -0.32  2.19  -1.08  -0.305
F  -0.25  0.91  -2.68  -0.340
F  1.54  1.23  -1.51  -0.294
N  -0.02  -0.14  -0.70  -0.353
N  1.13  -1.44  0.51  -0.156
N  1.03  -0.98  -0.64  0.059
C  0.05  -0.99  1.44  -0.328
C  -0.89  -0.10  0.57  -0.268
C  0.25  1.06  -1.43  1.078
H  -0.90  0.95  0.92  0.226
H  -0.38  -1.82  2.11  0.242
H  0.65  -0.31  2.09  0.220
H  -1.89  -0.54  0.40  0.219

***

Formula: C4H7NO2S
Source: OMol25
Level of theory: wB97M-V/def2-TZVPD

- 2S+1: 1
- Frontier orbital gap: 8.827 eV

Last column: natural (NBO) charge in e.
Element x y z (Å)
S  0.50  1.94  -0.02  0.007
O  3.68  -0.35  -0.18  -0.505
O  1.58  -0.13  1.45  -0.718
N  0.38  -0.58  -0.51  -0.673
C  1.41  0.18  0.11  0.264
C  -1.28  1.10  -0.11  -0.459
C  2.72  0.12  -0.72  0.401
C  -0.97  -0.45  0.07  -0.223
H  -1.81  1.41  0.75  0.226
H  -1.67  -1.08  -0.40  0.214
H  -0.84  -0.67  1.13  0.196
H  2.59  0.07  1.66  0.496
H  -1.52  1.29  -1.16  0.231
H  2.53  0.50  -1.84  0.155
H  0.83  -1.33  -0.92  0.386

***

Formula: C7H6F3IrN2O4SSbSe4
Source: OMol25
Level of theory: wB97M-V/def2-TZVPD

- 2S+1: 5
- Frontier orbital gap (alpha / beta): 6.879 / 5.591 eV
- Charge: -1

Last column: natural (NBO) charge in e.
Element x y z (Å)
Ir  1.94  -0.44  -0.32  0.834
Sb  3.17  2.71  0.74  1.010
Se  2.03  1.71  -1.36  -0.322
Se  5.35  3.53  0.34  -0.661
Se  1.53  4.02  1.91  -0.762
Se  3.16  0.29  1.62  -0.342
S  2.20  -3.08  -1.62  2.329
F  1.23  -3.11  -4.06  -0.312
F  0.12  -1.85  -2.69  -0.322
F  -0.07  -4.00  -2.56  -0.319
O  3.00  -1.89  -1.93  -0.968
O  -3.94  2.46  1.56  -0.636
O  2.79  -4.36  -1.89  -0.922
O  1.57  -2.90  -0.31  -1.010
N  -0.21  -0.31  0.58  -0.493
N  -1.92  3.46  1.47  -0.813
C  0.79  -3.00  -2.80  0.693
C  -2.39  -1.27  0.63  -0.262
C  -2.94  -0.04  0.93  -0.101
C  -2.10  1.06  1.06  -0.182
C  -2.74  2.40  1.38  0.656
C  -0.74  0.88  0.88  0.080
C  -1.02  -1.37  0.46  0.057
H  -0.03  1.69  0.98  0.233
H  -0.53  -2.30  0.23  0.235
H  -0.91  3.42  1.45  0.429
H  -2.35  4.33  1.73  0.402
H  -3.00  -2.16  0.53  0.225
H  -4.00  0.11  1.07  0.245

***

Formula: C3H9N3O
Source: OMol25
Level of theory: wB97M-V/def2-TZVPD

- 2S+1: 1
- Frontier orbital gap: 8.823 eV

Last column: natural (NBO) charge in e.
Element x y z (Å)
O  2.51  -0.22  -0.29  -0.645
N  -1.48  1.05  0.03  -0.826
N  0.35  1.32  -1.44  -0.826
N  0.20  -0.74  -0.26  -0.516
C  1.51  -0.43  0.42  0.389
C  -0.21  0.69  -0.35  0.526
C  -0.64  -1.71  0.41  -0.431
H  -1.58  -1.82  -0.13  0.219
H  1.33  0.90  -1.59  0.443
H  0.84  0.91  0.73  -0.040
H  -0.13  -2.67  0.40  0.221
H  1.53  -0.83  1.44  0.153
H  0.25  2.33  -1.45  0.379
H  -0.87  -1.45  1.46  0.157
H  -1.83  1.93  -0.32  0.397
H  -1.77  0.73  0.94  0.402

***

Formula: C5H15NPS2
Source: OMol25
Level of theory: wB97M-V/def2-TZVPD

- 2S+1: 1
- Frontier orbital gap: 8.830 eV
- Charge: +1

Last column: natural (NBO) charge in e.
Element x y z (Å)
S  2.19  -2.40  -0.79  -0.201
S  1.07  0.77  0.32  -0.663
P  2.23  -0.23  -0.96  1.243
N  -1.29  -0.07  2.16  -0.666
C  -3.79  0.05  1.95  -0.716
C  1.59  -0.02  -2.64  -0.988
C  3.89  0.31  -0.78  -1.007
C  -2.30  0.57  0.00  -0.719
C  -2.37  0.18  1.48  0.495
H  4.06  0.11  0.25  0.265
H  -4.45  0.83  1.42  0.273
H  -4.10  -0.94  1.52  0.278
H  2.59  -0.08  -3.27  0.255
H  -3.88  0.22  3.10  0.259
H  -1.23  0.55  -0.35  0.278
H  2.63  -2.06  0.38  0.134
H  -2.79  1.62  -0.21  0.275
H  -3.08  -0.22  -0.36  0.253
H  4.44  -0.53  -1.38  0.263
H  1.25  1.01  -2.66  0.264
H  4.23  1.26  -0.99  0.282
H  -0.28  0.06  1.71  0.457
H  -1.45  -0.29  3.10  0.412
H  0.83  -0.70  -3.01  0.274

***

no.,E (eV)
1,-88082.0071
2,-15143.9208
3,-15796.5384
4,-20679.8345
5,-308279.6518
6,-9771.9817
7,-37871.4622